# C20H23BBr2N6O3RuS2

A structure of composition C20H23BBr2N6O3RuS2 (the ωB97M-V functional and the def2-TZVPD basis, the OMol25 dataset).

Cartesian coordinates (Å):
Ru (-0.426, -0.339, -0.291)
C (-3.244, 1.214, -1.531)
C (-2.550, 0.277, -2.460)
C (-2.917, 0.298, -3.822)
C (-2.365, -0.564, -4.714)
C (-1.440, -1.525, -4.262)
C (-0.833, -2.510, -5.084)
Br (-1.258, -2.601, -6.921)
C (0.067, -3.390, -4.562)
C (0.411, -3.325, -3.201)
Br (1.704, -4.522, -2.523)
C (-0.146, -2.393, -2.348)
O (0.134, -2.271, -1.078)
C (-1.094, -1.489, -2.900)
N (-1.637, -0.576, -2.001)
H (-4.063, 1.711, -2.045)
H (-2.572, 1.975, -1.143)
H (-3.640, 0.672, -0.673)
H (-3.647, 1.029, -4.141)
H (-2.630, -0.526, -5.762)
H (0.527, -4.141, -5.189)
N (1.897, -0.508, -0.633)
N (2.568, 0.633, -1.076)
C (1.824, 1.664, -1.490)
N (2.457, 2.742, -1.962)
S (0.140, 1.629, -1.451)
H (2.289, -0.851, 0.237)
H (1.895, -1.260, -1.319)
H (3.570, 0.618, -1.185)
H (3.449, 2.755, -2.128)
H (1.910, 3.512, -2.307)
O (-1.931, 2.175, 0.949)
B (-1.152, 1.027, 1.130)
O (-0.649, 1.034, 2.450)
C (-1.122, 2.190, 3.047)
C (-0.901, 2.649, 4.323)
C (-1.502, 3.865, 4.651)
C (-2.280, 4.561, 3.731)
C (-2.498, 4.073, 2.444)
C (-1.900, 2.873, 2.138)
H (-0.306, 2.095, 5.036)
H (-1.364, 4.271, 5.644)
H (-2.727, 5.502, 4.021)
H (-3.104, 4.605, 1.723)
C (2.802, -0.635, 3.449)
N (1.616, -0.838, 2.618)
C (1.062, -1.987, 2.203)
S (-0.544, -1.996, 1.586)
N (1.682, -3.166, 2.238)
C (3.012, -3.552, 2.702)
H (2.938, 0.439, 3.548)
H (3.698, -1.044, 2.990)
H (2.681, -1.057, 4.447)
H (0.914, -0.103, 2.690)
H (1.154, -3.878, 1.755)
H (3.205, -3.207, 3.713)
H (3.795, -3.195, 2.032)
H (3.043, -4.637, 2.709)

Computed properties:
**Frontier orbital gap (spin up / spin down)**: 0.2503 / 0.2327 hartree
**HOMO energy (spin up / spin down)**: -9.925 / -9.937 eV
**Multiplicity**: 2
**Energy above the lowest of the compared OMol25 structures with the same formula, charge and spin**: 1.754 eV
**Total charge**: +1

=====

# C37H36MnN4O5S

A structure of composition C37H36MnN4O5S (the ωB97M-V functional and the def2-TZVPD basis, the OMol25 dataset).

Cartesian coordinates (Å):
Mn (-1.602, 0.129, -0.305)
O (-0.228, 0.664, -1.757)
C (-0.174, 0.161, -2.952)
C (1.072, 0.047, -3.624)
C (1.178, -0.502, -4.877)
C (0.045, -0.961, -5.573)
C (-1.179, -0.818, -4.976)
C (-1.323, -0.268, -3.687)
C (-2.663, -0.024, -3.211)
N (-2.942, 0.386, -2.036)
C (-4.252, 0.896, -1.691)
C (-4.025, 2.240, -0.979)
N (-2.843, 2.150, -0.123)
C (-2.122, 3.185, 0.007)
C (-0.947, 3.297, 0.870)
C (-0.436, 4.584, 1.076)
C (0.613, 4.832, 1.938)
C (1.166, 3.751, 2.634)
C (0.700, 2.468, 2.434)
C (-0.345, 2.182, 1.524)
O (-0.679, 0.951, 1.302)
H (1.953, 0.404, -3.106)
H (2.157, -0.573, -5.340)
H (0.138, -1.391, -6.562)
H (-2.079, -1.130, -5.503)
H (-3.471, -0.151, -3.947)
H (-4.750, 0.211, -1.002)
H (-4.892, 1.033, -2.568)
H (-4.893, 2.469, -0.356)
H (-3.917, 3.041, -1.718)
H (-2.387, 4.102, -0.538)
H (-0.899, 5.411, 0.544)
H (0.985, 5.837, 2.088)
H (1.976, 3.921, 3.337)
H (1.132, 1.629, 2.969)
C (0.516, -3.684, -1.442)
C (-0.137, -2.741, -0.484)
C (0.250, -2.807, 0.965)
O (-0.983, -1.952, -0.867)
H (0.622, -4.679, -1.005)
H (1.511, -3.279, -1.644)
H (-0.041, -3.721, -2.376)
H (1.281, -3.135, 1.094)
H (-0.406, -3.541, 1.446)
H (0.102, -1.837, 1.441)
N (-4.219, -4.265, 4.601)
C (-4.186, -4.391, 3.247)
O (-4.399, -5.439, 2.684)
C (-3.827, -3.145, 2.460)
C (-3.369, -1.972, 3.022)
C (-3.079, -0.897, 2.193)
N (-3.216, -0.939, 0.877)
C (-3.660, -2.071, 0.338)
C (-3.974, -3.193, 1.086)
H (-4.575, -5.060, 5.106)
H (-4.335, -3.364, 5.031)
H (-3.204, -1.870, 4.087)
H (-2.706, 0.038, 2.595)
H (-3.761, -2.077, -0.741)
H (-4.333, -4.103, 0.625)
O (2.072, -1.138, -0.672)
S (2.042, 0.196, 0.018)
C (3.171, 1.282, -0.860)
C (4.165, 0.733, -1.654)
C (5.019, 1.582, -2.342)
C (4.867, 2.962, -2.235)
C (3.855, 3.495, -1.447)
C (2.990, 2.652, -0.760)
C (3.147, -0.052, 1.451)
C (3.584, 1.001, 2.250)
C (4.348, 0.734, 3.376)
C (4.668, -0.577, 3.713)
C (4.238, -1.622, 2.908)
C (3.475, -1.359, 1.774)
H (4.247, -0.346, -1.728)
H (5.802, 1.169, -2.967)
H (5.531, 3.623, -2.778)
H (3.727, 4.569, -1.380)
H (2.177, 3.057, -0.160)
H (3.337, 2.024, 1.990)
H (4.697, 1.554, 3.993)
H (5.255, -0.779, 4.602)
H (4.492, -2.644, 3.164)
H (3.152, -2.154, 1.112)

Computed properties:
**Frontier orbital gap (spin up / spin down)**: 0.2457 / 0.2500 hartree
**HOMO energy (spin up / spin down)**: -6.977 / -7.138 eV
**Multiplicity**: 6
**Energy above the lowest of the compared OMol25 structures with the same formula, charge and spin**: 0.372 eV

=====

# C33H55NO24

A cluster of 9 separate species, C33H55NO24 in total (the ωB97M-V functional and the def2-TZVPD basis, the OMol25 dataset).

Cartesian coordinates (Å):
C (-1.220, -3.610, -2.832)
C (-0.840, -4.111, -1.493)
C (-1.960, -4.014, -0.358)
O (-2.209, -5.328, 0.008)
C (-1.375, -6.137, -0.700)
O (-1.148, -7.305, -0.363)
O (-0.708, -5.492, -1.677)
H (-0.425, -3.778, -3.538)
H (-1.455, -2.569, -2.652)
H (-2.076, -4.077, -3.225)
H (0.101, -3.721, -1.119)
H (-2.861, -3.471, -0.694)
H (-1.485, -3.569, 0.475)
C (-2.689, 1.840, 3.124)
C (-1.907, 2.039, 4.384)
C (-1.209, 3.394, 4.551)
O (-1.865, 3.925, 5.656)
C (-2.754, 2.991, 6.219)
O (-3.337, 3.110, 7.259)
O (-2.741, 1.924, 5.498)
H (-3.478, 2.569, 3.070)
H (-3.203, 0.915, 2.995)
H (-2.052, 1.854, 2.234)
H (-1.163, 1.235, 4.481)
H (-1.299, 4.034, 3.687)
H (-0.149, 3.375, 4.803)
C (1.356, 0.323, -5.019)
C (0.143, -0.540, -4.543)
C (-1.245, 0.120, -4.329)
O (-2.014, -0.923, -4.870)
C (-1.296, -1.857, -5.498)
O (-1.844, -2.821, -6.047)
O (-0.087, -1.636, -5.337)
H (1.535, 1.229, -4.413)
H (1.305, 0.502, -6.072)
H (2.323, -0.210, -4.946)
H (0.471, -0.949, -3.584)
H (-1.412, 1.063, -4.940)
H (-1.342, 0.323, -3.270)
C (5.110, 0.946, -0.260)
C (3.622, 0.918, -0.580)
C (3.265, 0.929, -2.051)
O (2.897, -0.375, -2.353)
C (2.809, -1.038, -1.240)
O (2.485, -2.191, -1.182)
O (3.204, -0.340, -0.225)
H (5.272, 0.558, 0.693)
H (5.578, 1.918, -0.275)
H (5.637, 0.326, -0.992)
H (3.015, 1.647, -0.063)
H (4.026, 1.272, -2.752)
H (2.411, 1.602, -2.242)
C (6.372, 4.503, -1.406)
C (5.022, 4.503, -0.639)
C (4.447, 5.946, -0.494)
O (3.166, 5.845, -1.116)
C (2.944, 4.563, -1.572)
O (1.852, 4.182, -2.022)
O (4.044, 3.801, -1.431)
H (7.036, 5.123, -0.814)
H (6.264, 4.745, -2.430)
H (6.733, 3.463, -1.406)
H (5.190, 4.039, 0.354)
H (5.054, 6.652, -1.073)
H (4.470, 6.156, 0.561)
C (-0.100, 1.893, -0.850)
O (-1.460, 1.688, -0.428)
C (-1.923, 0.433, -0.363)
O (-1.204, -0.680, -0.660)
O (-3.175, 0.372, -0.072)
C (-3.810, -0.860, 0.186)
H (0.084, 2.922, -1.162)
H (0.138, 1.146, -1.640)
H (0.582, 1.653, -0.035)
H (-4.686, -0.644, 0.800)
H (-3.209, -1.579, 0.820)
H (-4.082, -1.322, -0.807)
C (-7.075, -5.154, 1.717)
O (-6.757, -5.569, 0.422)
C (-6.092, -4.763, -0.347)
O (-5.583, -3.478, 0.083)
O (-5.966, -5.130, -1.588)
C (-5.123, -4.381, -2.465)
H (-7.783, -5.899, 2.228)
H (-7.574, -4.221, 1.752)
H (-6.172, -5.034, 2.255)
H (-5.491, -3.333, -2.480)
H (-5.080, -4.797, -3.468)
H (-4.132, -4.589, -2.117)
C (3.365, 0.956, 3.039)
O (3.215, 2.334, 2.568)
C (2.028, 2.785, 2.358)
O (0.811, 2.032, 2.734)
O (2.127, 3.958, 1.774)
C (0.937, 4.567, 1.443)
H (3.353, 0.831, 4.103)
H (4.399, 0.693, 2.807)
H (2.711, 0.201, 2.526)
H (0.217, 3.864, 0.995)
H (1.243, 5.303, 0.739)
H (0.578, 4.967, 2.389)
C (-0.960, -1.234, 2.936)
C (0.432, -1.817, 3.141)
C (1.190, -2.052, 1.836)
C (2.577, -2.380, 2.014)
N (3.690, -2.613, 2.273)
H (-1.374, -1.036, 3.930)
H (-1.719, -1.912, 2.529)
H (-0.891, -0.346, 2.283)
H (0.389, -2.759, 3.628)
H (1.085, -1.210, 3.833)
H (1.183, -1.238, 1.124)
H (0.775, -2.907, 1.301)

Computed properties:
**Frontier orbital gap**: 0.3661 hartree
**HOMO energy**: -10.138 eV
**Multiplicity**: 1
**Energy above the lowest of the compared OMol25 structures with the same formula, charge and spin**: 0.000 eV
**SMILES string**: C[C@H]1COC(=O)O1.C[C@H]1COC(=O)O1.C[C@H]1COC(=O)O1.C[C@H]1COC(=O)O1.C[C@H]1COC(=O)O1.COC(=O)OC.COC(=O)OC.COC(=O)OC.CCCC#N

=====

# C15H18Cl2CuN2O2

A structure of composition C15H18Cl2CuN2O2 (the ωB97M-V functional and the def2-TZVPD basis, the OMol25 dataset).

Cartesian coordinates (Å):
C (2.736, 4.574, 1.572)
C (3.742, 4.367, 0.435)
H (1.939, 5.264, 1.275)
H (3.222, 4.990, 2.461)
H (2.266, 3.628, 1.863)
H (3.297, 3.799, -0.389)
H (4.086, 5.325, 0.031)
H (4.623, 3.816, 0.781)
C (-3.041, 0.050, 0.834)
C (-4.393, -0.228, 0.674)
C (-4.798, -0.991, -0.420)
C (-3.837, -1.448, -1.314)
H (-2.656, 0.638, 1.663)
H (-5.109, 0.149, 1.397)
H (-5.846, -1.228, -0.577)
H (-4.131, -2.042, -2.171)
N (-2.109, -0.389, -0.027)
C (-2.491, -1.133, -1.097)
C (-1.403, -1.570, -1.986)
N (-0.144, -1.177, -1.632)
C (0.893, -1.547, -2.409)
C (-0.542, -2.721, -3.927)
C (0.739, -2.313, -3.555)
H (1.868, -1.207, -2.080)
H (1.612, -2.581, -4.140)
C (-1.616, -2.343, -3.131)
H (-2.621, -2.647, -3.398)
H (-0.701, -3.321, -4.817)
Cu (0.000, -0.041, 0.089)
C (2.028, 0.148, -0.025)
H (2.236, 0.636, -0.987)
H (2.433, -0.872, -0.007)
H (2.471, 0.731, 0.782)
Cl (-0.578, -2.454, 4.329)
C (0.865, -1.467, 3.989)
Cl (2.251, -2.538, 3.670)
C (0.615, -0.593, 2.803)
O (0.675, 0.713, 2.923)
O (0.325, -1.130, 1.639)
H (1.091, -0.847, 4.881)

Computed properties:
**Frontier orbital gap (spin up / spin down)**: 0.2401 / 0.2798 hartree
**HOMO energy (spin up / spin down)**: -7.493 / -8.601 eV
**Multiplicity**: 2